Record 1
{
  "formula": "C3H9OS",
  "method": "ωB97M-V with the def2-TZVPD basis set",
  "species": ["C", "C", "C", "S", "H", "H", "H", "H", "H", "H", "H", "H", "H", "O"],
  "positions_angstrom": [[0.58, 0.25, -2.08], [0.75, 0.78, -0.66], [-0.27, 0.14, 0.30], [0.07, -1.65, 0.55], [-0.37, 0.52, -2.54], [1.38, 0.53, -2.75], [0.60, -0.85, -2.03], [0.69, 1.88, -0.73], [1.73, 0.48, -0.29], [-0.33, 0.71, 1.22], [-1.24, 0.21, -0.19], [-0.49, -1.14, 3.33], [-1.67, -0.94, 2.46], [-1.44, -0.92, 3.41]],
  "homo_lumo_gap_ev": 6.912,
  "charge": -1,
  "e_homo_ev": -2.65,
  "de_lowest_ev": 0.233,
  "energy_ha": -593.16431,
  "molar_mass_g_mol": 93.2,
  "largest_force_ha_per_bohr": 0.0158
}


Record 2
{
  "formula": "C3H9OS",
  "method": "ωB97M-V with the def2-TZVPD basis set",
  "species": ["C", "C", "C", "S", "H", "H", "H", "H", "H", "H", "H", "H", "H", "O"],
  "positions_angstrom": [[2.19, -0.66, -0.11], [1.45, 0.68, -0.15], [0.37, 0.63, -1.25], [-1.18, -0.30, -0.81], [2.51, -0.93, -1.12], [3.15, -0.57, 0.42], [1.66, -1.45, 0.42], [2.25, 1.44, -0.21], [0.88, 0.97, 0.74], [0.06, 1.62, -1.60], [0.71, 0.04, -2.11], [-1.14, -0.37, 1.75], [-2.26, 0.48, 2.26], [-1.52, -0.02, 2.61]],
  "homo_lumo_gap_ev": 6.802,
  "charge": -1,
  "e_homo_ev": -2.57,
  "de_lowest_ev": 0.459,
  "energy_ha": -593.15603,
  "molar_mass_g_mol": 93.2,
  "largest_force_ha_per_bohr": 0.0256
}


Record 3
{
  "formula": "C3H9OS",
  "method": "ωB97M-V with the def2-TZVPD basis set",
  "species": ["C", "O", "H", "H", "H", "C", "C", "S", "H", "H", "H", "H", "H", "H"],
  "positions_angstrom": [[2.19, 0.40, 0.71], [2.05, 0.09, -0.66], [3.06, 1.05, 0.79], [1.32, 0.97, 1.05], [2.32, -0.45, 1.37], [-1.37, 1.45, -0.51], [-1.57, 0.31, 0.48], [-0.76, -1.27, -0.06], [-1.80, 1.30, -1.50], [-0.31, 1.70, -0.63], [-1.86, 2.35, -0.08], [-1.21, 0.65, 1.45], [-2.63, 0.10, 0.62], [1.16, -0.31, -0.72]],
  "homo_lumo_gap_ev": 6.822,
  "charge": -1,
  "e_homo_ev": -2.66,
  "de_lowest_ev": 0.672,
  "energy_ha": -593.14818,
  "molar_mass_g_mol": 93.2,
  "largest_force_ha_per_bohr": 0.0177
}